Record 1
The following is a quantum chemistry calculation of a 2-piece molecular cluster, C3H12N4O overall, from the OMol25 dataset.

## Properties
Calculated total energy: -11310.4312 eV
Charge: 0
Lowest unoccupied orbital energy: 0.803 eV
E_HOMO: -0.288 hartree
Frontier orbital gap: 8.64 eV

Each line ends with the Mulliken charge.
CARTESIAN COORDINATES (ANGSTROEM)
C -1.81 0.94 0.94  -1.081
C 0.76 2.27 1.06  -1.207
C 0.57 0.95 0.37  0.840
N 1.56 0.31 -0.21  -0.434
N -0.62 0.36 0.38  -0.166
H 1.18 -0.78 -0.70  0.372
H 2.47 0.74 -0.21  0.142
H -2.63 0.23 0.82  0.366
H -1.71 1.15 2.01  0.312
H -2.10 1.87 0.44  0.305
H 0.51 2.19 2.12  0.294
H 1.79 2.61 0.97  0.356
H 0.11 3.02 0.62  0.295
N 0.23 -1.75 -0.95  -0.556
N -0.05 -2.03 -2.28  -0.537
O 0.63 -2.98 -0.21  -0.498
H -0.19 -3.35 0.12  0.292
H -0.58 -0.64 -0.14  0.471
H 0.74 -2.47 -2.75  0.225
H -0.86 -2.64 -2.38  0.209

---

Record 2
The following is a quantum chemistry calculation of C3H12N4O15V as an isolated structure at a distorted geometry, from the OMol25 dataset.

## Properties
Calculated total energy: -65654.0823 eV
Spin multiplicity: 3
Charge: -1
Lowest unoccupied orbital energy (spin up / spin down): 1.522 / 2.033 eV
E_HOMO (spin up / spin down): -0.201 / -0.201 hartree
Expectation value of S²: 2.01
Frontier orbital gap (spin up / spin down): 6.99 / 7.50 eV

Each line ends with the Mulliken charge.
CARTESIAN COORDINATES (ANGSTROEM)
V -0.34 -0.53 -0.01  1.068
N -3.48 0.21 -0.42  0.804
O -4.21 -0.74 -0.12  -0.601
O -3.89 1.35 -0.54  -0.601
O -2.26 -0.04 -0.75  -0.322
N -0.41 2.87 -0.29  0.603
O 0.04 3.27 -1.38  -0.616
O -0.90 3.63 0.53  -0.590
O -0.26 1.64 0.02  -0.225
N -2.19 0.42 2.81  0.635
O -2.42 1.64 2.84  -0.562
O -1.48 -0.04 1.85  -0.186
O -2.66 -0.35 3.64  -0.645
N -0.15 -3.22 -0.16  1.093
O 0.82 -2.51 -0.55  -0.541
O -0.28 -4.40 -0.30  -0.651
O -1.09 -2.47 0.29  -0.399
C 1.81 -1.66 2.25  -0.795
O 0.97 -0.62 1.74  0.132
H 2.84 -1.58 1.89  0.240
H 1.81 -1.61 3.34  0.322
H 1.42 -2.63 1.96  0.237
H 1.17 0.16 2.27  0.206
C 0.01 0.67 -3.03  -0.659
O -0.14 -0.52 -2.22  -0.135
H -0.89 1.25 -2.85  0.239
H 0.90 1.23 -2.75  0.209
H 0.01 0.40 -4.09  0.336
H -0.60 -1.16 -2.76  0.224
C 2.71 1.20 -0.36  -0.887
O 1.87 0.10 -0.70  -0.015
H 3.47 0.80 0.31  0.254
H 3.30 1.62 -1.18  0.347
H 2.19 2.04 0.09  0.266
H 2.30 -0.43 -1.38  0.215